<A>
C3H7NO5 | ωB97M-V with the def2-TZVPD basis set

Highest occupied orbital energy (spin up / spin down) in Ha: -0.245 / -0.246
Net charge: 0
Orbital gap (spin up / spin down) in eV: 7.18 / 7.18
M in g mol⁻¹: 137.09

Each line ends with the Löwdin charge.
Cartesian coordinates (Å):
N -0.67 0.94 0.57  0.1021
O -0.81 -0.19 0.79  0.0323
C -5.55 0.93 -0.40  0.0128
O -4.66 0.74 -1.55  0.0086
C -3.78 1.65 -1.78  -0.2734
O -3.16 1.56 -2.91  0.0100
C -2.34 2.70 -3.34  0.0136
O -2.71 1.32 0.04  -0.3247
O -1.77 1.29 -0.87  -0.3330
H -6.57 0.77 -0.76  0.0960
H -5.30 0.18 0.34  0.1029
H -5.45 1.94 0.00  0.1007
H -3.82 2.59 -1.24  0.1571
H -2.63 2.89 -4.37  0.0942
H -2.54 3.58 -2.72  0.1006
H -1.28 2.44 -3.30  0.1004



<B>
C3H7NO5 | ωB97M-V with the def2-TZVPD basis set

Highest occupied orbital energy in Ha: -0.375
Net charge: 0
Orbital gap in eV: 10.82
M in g mol⁻¹: 137.09

Each line ends with the Löwdin charge.
Cartesian coordinates (Å):
C 0.83 -0.67 0.84  -0.1440
C 0.57 0.03 -0.48  -0.5006
N 0.72 -2.11 0.60  0.0195
O 1.03 -0.62 -1.55  0.1371
O 0.59 1.34 -0.55  0.0793
H 1.17 -1.54 -1.23  0.1177
H -0.26 -2.40 0.62  0.0921
H 1.23 -2.65 1.29  0.0841
H 1.86 -0.42 1.11  0.1437
H 0.16 -0.27 1.60  0.1244
C -0.87 1.70 -0.01  -0.6006
O -1.40 2.46 -1.01  0.1120
O -1.23 0.01 -0.45  -0.0100
O -1.00 1.90 1.17  0.1105
H -1.87 3.19 -0.58  0.1323
H -1.52 0.05 -1.38  0.1026



<C>
C3H7NO5 | ωB97M-V with the def2-TZVPD basis set

Highest occupied orbital energy in Ha: -0.337
Structure (SMILES): C/C=[N+](/[O-])O.O=C(O)O
Net charge: 0
Orbital gap in eV: 9.82
M in g mol⁻¹: 137.09

Each line ends with the Löwdin charge.
Cartesian coordinates (Å):
C 2.29 1.58 -0.49  -0.0699
C 0.82 1.53 -0.03  -0.0538
N -0.06 0.80 -0.65  -0.3257
O -1.27 0.72 -0.41  -0.0582
O 0.42 -0.05 -1.64  0.0387
H 2.32 1.57 -1.60  0.0774
H 2.95 0.70 -0.21  0.0872
H 2.83 2.37 0.11  0.0814
H 0.65 2.34 0.63  0.1122
H -0.40 -0.63 -1.94  0.1800
O -0.86 -1.93 -0.25  0.1141
C -1.52 -2.03 0.74  -0.6473
O -2.15 -3.10 1.21  0.1673
O -1.77 -0.95 1.51  0.0970
H -2.71 -2.85 1.92  0.1141
H -1.53 -0.08 1.10  0.0855



Q: Which of them is the most stable? A: <B>.



<A>
C5H9NO2 | ωB97M-V with the def2-TZVPD basis set

Highest occupied orbital energy in Ha: -0.344
Net charge: 0
Orbital gap in eV: 10.03
M in g mol⁻¹: 115.13

Each line ends with the Löwdin charge.
Cartesian coordinates (Å):
C -2.16 0.31 -0.03  -0.0743
C -0.59 0.55 -0.42  -0.4172
C 0.35 -0.61 -0.37  -0.3066
C 1.94 -1.40 0.89  -0.1100
C 0.53 0.34 0.51  -0.2691
H -2.47 1.12 0.92  0.1157
H -2.32 -1.02 0.25  0.1496
H -3.00 0.65 -1.09  0.1520
H 0.46 1.58 -1.69  0.0341
H -0.65 2.50 -0.99  0.1511
H -0.37 -1.41 0.02  0.1609
H 1.34 -2.44 1.29  0.1740
H 3.13 -1.53 0.82  0.1591
H 1.31 1.14 0.35  0.1766
N -0.51 1.53 -1.55  0.0758
O 1.71 -1.04 -0.57  -0.0723
O 1.30 -0.27 1.67  -0.0995



<B>
C5H9NO2 | ωB97M-V with the def2-TZVPD basis set

Highest occupied orbital energy in Ha: -0.305
Net charge: 0
Orbital gap in eV: 8.55
M in g mol⁻¹: 115.13

Each line ends with the Löwdin charge.
Cartesian coordinates (Å):
C -0.08 -0.74 -0.83  -0.3906
C -0.31 -0.46 0.96  0.0324
C -0.02 1.94 0.17  -0.0250
C 0.53 0.56 0.38  -0.4715
C -1.45 -1.77 -0.38  -0.1973
O 0.90 -1.49 -1.18  -0.1412
N 1.92 0.39 0.37  0.0726
O -2.61 -1.51 -0.51  0.0574
H 2.07 -0.63 -0.24  0.1730
H -0.66 -0.09 -1.48  0.1536
H 2.36 1.13 -0.16  0.0784
H -1.03 -2.79 -0.31  0.1330
H -1.29 -0.15 1.33  0.1222
H 0.19 -1.27 1.49  0.1350
H -0.02 2.48 1.12  0.0923
H 0.56 2.51 -0.56  0.0869
H -1.06 1.90 -0.18  0.0888



Q: Which of them is the most stable? A: <B>.



<A>
C5H9NO2 | ωB97M-V with the def2-TZVPD basis set

Highest occupied orbital energy (spin up / spin down) in Ha: -0.238 / -0.261
Net charge: 0
Orbital gap (spin up / spin down) in eV: 7.05 / 7.82
M in g mol⁻¹: 115.13

Each line ends with the Löwdin charge.
Cartesian coordinates (Å):
C -2.01 -0.28 -0.43  -0.3584
C 0.17 0.50 -0.12  -0.0637
C 0.27 -0.58 0.63  -0.1813
C 2.55 0.74 0.23  -0.1250
C 0.37 -1.63 1.38  0.0346
O -2.62 0.63 0.42  -0.0294
O -2.21 -0.04 -1.78  -0.0087
N 2.98 0.72 -0.95  -0.0051
H -3.58 0.65 0.24  0.1015
H -1.97 0.88 -1.97  0.0980
H -2.22 -1.33 -0.23  0.1191
H 3.97 0.98 -1.07  0.0423
H 0.45 0.47 -1.17  0.0871
H -0.16 1.44 0.31  0.1025
H 3.15 1.01 1.12  0.0523
H 1.31 -1.87 1.87  0.0671
H -0.47 -2.29 1.52  0.0671



<B>
C5H9NO2 | ωB97M-V with the def2-TZVPD basis set

Highest occupied orbital energy in Ha: -0.299
Structure (SMILES): C=CN(O)C(=C)OC
Net charge: 0
Orbital gap in eV: 8.99
M in g mol⁻¹: 115.13

Each line ends with the Löwdin charge.
Cartesian coordinates (Å):
C -1.16 -2.06 1.04  0.0278
C -0.88 -0.87 0.48  -0.1649
N 0.05 0.07 0.97  -0.1486
O 0.68 -0.23 2.18  0.0237
C 0.75 0.86 0.10  -0.3033
C 1.30 2.05 0.29  0.1022
O 1.00 0.07 -1.16  -0.1414
C 0.04 0.18 -2.19  -0.1348
H -0.43 -2.59 1.64  0.0586
H -2.08 -2.58 0.78  0.0506
H -1.63 -0.40 -0.14  0.1159
H -0.08 -0.21 2.80  0.1215
H 2.04 2.45 -0.40  0.0709
H 1.01 2.67 1.13  0.0693
H -0.71 0.97 -2.07  0.0907
H -0.47 -0.78 -2.31  0.0781
H 0.58 0.39 -3.13  0.0836



Q: Which of them is the most stable? A: <B>.



<A>
C5H9NO2 | ωB97M-V with the def2-TZVPD basis set

Highest occupied orbital energy in Ha: -0.344
Net charge: 0
Orbital gap in eV: 9.33
M in g mol⁻¹: 115.13

Each line ends with the Löwdin charge.
Cartesian coordinates (Å):
C 1.10 0.57 0.04  -0.3597
C -0.31 1.15 -0.61  -0.2561
C -0.95 -0.06 -1.21  -0.1484
C -0.25 -1.23 0.69  -0.2010
C 0.14 0.16 1.17  -0.2258
H 2.48 -1.30 -0.31  0.3102
H 1.74 1.46 0.41  0.1644
H -0.18 2.11 -1.06  0.1276
H -0.20 -0.50 -1.97  0.1485
H -2.00 0.17 -1.58  0.1499
H -0.54 -1.70 1.64  0.1311
H 0.67 -1.66 0.33  0.0944
H 0.58 0.36 2.14  0.1312
H -1.83 0.68 0.52  0.1693
N -0.85 1.25 0.72  0.0346
O 1.68 -0.38 -0.70  -0.1463
O -1.29 -1.08 -0.22  -0.1238



<B>
C5H9NO2 | ωB97M-V with the def2-TZVPD basis set

Highest occupied orbital energy in Ha: -0.270
Net charge: 0
Orbital gap in eV: 8.04
M in g mol⁻¹: 115.13

Each line ends with the Löwdin charge.
Cartesian coordinates (Å):
C 3.39 0.25 -0.33  -0.5157
C -0.70 0.74 -1.03  -0.1231
C 0.40 0.40 -0.04  -0.2339
C 0.04 0.85 1.38  -0.1563
C -1.77 -1.36 -0.09  -0.0222
N -0.61 -0.64 -0.54  -0.2003
O 3.32 -0.77 0.19  0.1901
O 3.42 1.24 -0.86  0.2140
H -1.61 1.20 -0.78  0.0918
H -0.40 0.86 -2.04  0.0874
H -1.00 0.90 1.77  0.0540
H 0.57 1.84 1.39  0.0693
H 0.74 0.15 2.09  0.1074
H -2.54 -1.32 -0.80  0.0661
H -1.38 -2.45 0.06  0.1373
H -1.85 -0.77 0.84  0.0910
H -0.03 -1.12 -1.21  0.1433



<C>
C5H9NO2 | ωB97M-V with the def2-TZVPD basis set

Highest occupied orbital energy in Ha: -0.365
Structure (SMILES): [H]/N=C(\C(=C)C)C(O)O
Net charge: 0
Orbital gap in eV: 10.42
M in g mol⁻¹: 115.13

Each line ends with the Löwdin charge.
Cartesian coordinates (Å):
H 0.37 1.47 -1.76  0.0656
N -0.45 1.31 -1.18  0.1801
C -0.31 0.46 -0.25  -0.2627
C 0.91 -0.30 0.08  -0.2954
C 0.89 -1.31 0.94  0.1006
C 2.17 0.12 -0.62  -0.0640
C -1.57 0.23 0.57  -0.4458
O -2.54 1.18 0.28  0.0023
O -2.03 -1.07 0.27  0.0002
H 1.78 -1.88 1.16  0.0715
H -0.02 -1.64 1.42  0.0636
H 2.08 -0.06 -1.70  0.0842
H 2.36 1.18 -0.47  0.0852
H 3.01 -0.45 -0.25  0.0770
H -1.35 0.31 1.65  0.1552
H -2.31 1.54 -0.60  0.0782
H -2.98 -1.09 0.47  0.1041



Q: Which of them is the most stable? A: <C>.



<A>
C5H9NO2 | ωB97M-V with the def2-TZVPD basis set

Highest occupied orbital energy in Ha: -0.310
Structure (SMILES): OC1(O)C=N1.C=CC
Net charge: 0
Orbital gap in eV: 9.22
M in g mol⁻¹: 115.13

Each line ends with the Löwdin charge.
Cartesian coordinates (Å):
O -0.26 -2.45 0.94  0.0790
C -1.04 -1.59 0.24  -0.5220
O -0.77 -1.42 -1.04  0.0137
C -2.21 -1.01 0.91  -0.1448
N -1.42 -0.05 1.10  0.1816
H 0.64 -2.41 0.60  0.1113
H 0.13 -0.82 -1.14  0.0891
H -3.16 -1.36 1.28  0.1001
C 1.49 0.13 -0.95  -0.0698
C 1.06 0.90 0.09  -0.2107
C 0.29 2.16 -0.07  -0.1033
H 1.41 0.51 -1.96  0.0808
H 2.25 -0.63 -0.79  0.0719
H 1.27 0.59 1.10  0.1066
H -0.60 2.13 0.55  0.0531
H 0.00 2.32 -1.11  0.0808
H 0.91 3.00 0.25  0.0826



<B>
C5H9NO2 | ωB97M-V with the def2-TZVPD basis set

Highest occupied orbital energy in Ha: -0.335
Structure (SMILES): [H]/N=C(\C=O)CCCO
Net charge: 0
Orbital gap in eV: 8.87
M in g mol⁻¹: 115.13

Each line ends with the Löwdin charge.
Cartesian coordinates (Å):
H 2.35 -1.06 -1.90  0.0682
N 1.36 -1.30 -1.96  0.1872
C 0.71 -0.97 -0.94  -0.3759
C 1.31 -0.46 0.33  -0.1443
O 2.00 0.57 0.39  0.0302
C -0.75 -1.15 -0.74  -0.1643
C -1.16 -0.10 0.30  -0.1256
C -0.71 1.64 0.92  -0.2076
O 0.20 2.26 0.19  -0.0942
H 1.39 -1.22 1.13  0.1547
H -0.94 -2.16 -0.34  0.1245
H -1.30 -1.03 -1.67  0.1197
H -1.29 -0.52 1.30  0.0747
H -2.13 0.24 -0.06  0.0752
H -0.47 1.45 1.97  0.0985
H -1.70 2.09 0.80  0.0989
H 1.13 1.72 0.27  0.0802



<C>
C5H9NO2 | ωB97M-V with the def2-TZVPD basis set

Highest occupied orbital energy in Ha: -0.266
Net charge: 0
Orbital gap in eV: 7.96
M in g mol⁻¹: 115.13

Each line ends with the Löwdin charge.
Cartesian coordinates (Å):
C 0.91 -1.41 -1.31  -0.0052
C -1.52 1.27 -0.30  -0.0569
C 0.65 0.52 1.00  -0.4791
C -0.07 -0.97 -0.26  -0.3273
C -0.34 0.43 0.07  -0.2046
N 1.14 1.58 1.72  0.1552
O -1.07 -1.84 -0.02  0.1183
O 1.19 -0.67 1.14  -0.0104
H -0.95 -2.67 -0.50  0.1228
H 0.60 2.44 1.71  0.0928
H 1.56 1.35 2.61  0.0984
H 1.30 -2.41 -1.10  0.0924
H 0.40 -1.41 -2.28  0.0972
H 1.75 -0.71 -1.35  0.0952
H -1.60 2.13 0.37  0.0697
H -2.46 0.71 -0.20  0.0737
H -1.48 1.65 -1.32  0.0679



Q: Which of them is the most stable? A: <C>.